<w>
Computed, not measured: a 3-piece molecular cluster, C4H16NO2 overall, with ωB97M-V/def2-TZVPD.

Each line ends with the Mulliken charge.
Atoms and positions in Å:
C -0.070 -1.501 1.047  -1.013
C 1.237 -0.977 0.451  0.979
C 2.213 -2.122 0.499  -1.629
C 1.680 0.368 1.057  -1.189
N -1.266 -0.497 0.952  -0.126
H -0.163 -1.718 2.128  0.400
H -0.256 -2.500 0.623  0.382
H 0.983 -0.746 -0.582  0.162
H 1.919 -2.996 -0.096  0.413
H 2.331 -2.550 1.504  0.377
H 3.199 -1.785 0.176  0.376
H 1.386 0.526 2.087  0.326
H 2.767 0.387 0.935  0.365
H 1.369 1.219 0.427  0.279
H -1.085 -0.074 0.015  0.206
H -1.244 0.225 1.667  0.393
H -2.198 -0.900 1.004  0.380
H -0.063 0.959 -2.116  0.326
H -1.506 1.112 -1.876  0.272
O -0.777 0.495 -1.682  -0.679
H -2.609 4.106 -1.371  0.315
H -2.571 3.547 -2.605  0.322
O -2.233 3.282 -1.729  -0.637

2S+1 = 1
Total charge = +1

<x>
Computed, not measured: a 3-piece molecular cluster, C4H16NO2 overall, with ωB97M-V/def2-TZVPD.

Each line ends with the Mulliken charge.
Atoms and positions in Å:
C 1.123 0.945 0.017  -1.015
C 0.340 1.195 1.318  0.661
C -0.331 2.593 1.301  -1.361
C -0.625 0.011 1.435  -1.298
N 2.053 -0.271 0.192  -0.134
H 0.440 0.804 -0.817  0.303
H 1.810 1.744 -0.269  0.437
H 1.030 1.326 2.151  0.312
H -0.514 3.051 0.328  0.367
H -1.371 2.422 1.615  0.359
H 0.096 3.240 2.059  0.332
H -1.613 0.330 1.098  0.366
H -0.856 -0.089 2.506  0.350
H -0.252 -0.931 1.053  0.333
H 2.719 -0.217 -0.583  0.398
H 2.463 -0.178 1.117  0.360
H 1.477 -1.114 0.057  0.277
H 0.506 -3.176 -0.637  0.291
H -0.550 -2.112 -1.308  0.285
O 0.054 -2.313 -0.576  -0.625
H -2.464 -0.428 -3.200  0.317
H -2.805 -2.043 -3.155  0.316
O -2.240 -1.315 -2.841  -0.630

2S+1 = 1
Total charge = +1

<y>
Computed, not measured: a 3-piece molecular cluster, C4H16NO2 overall, with ωB97M-V/def2-TZVPD.

Each line ends with the Mulliken charge.
Atoms and positions in Å:
C 2.458 0.238 0.757  -1.286
C 1.367 0.581 -0.202  0.429
N 0.379 -0.571 -0.287  0.004
C 0.808 -1.644 -1.252  -0.923
C 0.551 1.806 0.265  -1.463
H 2.136 -0.164 1.706  0.421
H 3.210 1.015 0.835  0.386
H 3.138 -0.548 0.387  0.391
H 1.641 0.826 -1.223  0.220
H 0.429 -1.066 0.608  0.423
H -0.602 -0.348 -0.423  0.202
H 1.871 -1.771 -1.105  0.376
H 0.374 -2.592 -0.934  0.370
H 0.458 -1.408 -2.248  0.317
H 0.014 1.623 1.195  0.370
H -0.113 2.225 -0.490  0.407
H 1.307 2.589 0.366  0.403
H -2.953 0.049 -0.502  0.321
H -3.027 -0.483 -1.990  0.297
O -2.441 -0.285 -1.250  -0.665
H -3.663 -0.808 1.968  0.319
H -3.905 0.673 2.201  0.314
O -3.437 0.064 1.618  -0.633

2S+1 = 1
Total charge = +1

Q: Which of them is the most stable? A: <y>.

<w>
Computed, not measured: a 11-piece molecular cluster, C5H33NO11 overall, with ωB97M-V/def2-TZVPD.

Each line ends with the Mulliken charge.
Atoms and positions in Å:
C -0.324 -3.513 -0.007  -1.131
N -0.746 -2.243 -0.561  0.457
C -1.997 -2.320 -1.294  -0.865
C -1.616 -0.828 1.294  -1.241
C -0.534 -1.013 0.222  0.682
C -0.433 0.180 -0.778  -1.007
O -0.244 1.350 0.055  -0.204
H -0.052 -4.091 -0.904  0.396
H -0.976 -4.081 0.684  0.262
H 0.648 -3.381 0.478  0.331
H -2.889 -2.510 -0.656  0.332
H -2.143 -1.367 -1.796  0.206
H -1.979 -3.116 -2.038  0.319
H -1.950 0.217 1.255  0.162
H -1.154 -0.965 2.267  0.081
H -2.448 -1.532 1.192  0.301
H 0.411 -0.962 0.814  0.269
H -1.335 0.381 -1.341  0.304
H 0.519 0.119 -1.311  0.190
H 0.619 1.739 -0.187  0.300
H -1.552 3.634 2.988  0.261
H -1.275 1.950 2.719  0.364
O -1.546 2.829 2.445  -0.600
H 1.739 2.030 -3.198  0.323
H 0.277 1.945 -3.498  0.310
O 1.073 2.411 -3.780  -0.659
H -2.026 2.517 -1.013  0.296
H -2.158 3.926 -1.268  0.328
O -2.595 3.102 -1.541  -0.721
H -1.426 2.316 -4.187  0.293
H -2.509 2.103 -3.149  0.372
O -2.013 1.653 -3.851  -0.637
H 3.275 -0.168 -2.188  0.334
H 2.748 0.205 -0.868  0.187
O 2.757 0.532 -1.776  -0.528
H 1.074 0.347 2.403  0.338
H 2.238 -0.697 2.563  0.248
O 1.278 -0.586 2.584  -0.644
H 2.211 -2.099 -0.856  0.328
H 1.685 -1.952 -2.203  0.368
O 2.451 -2.357 -1.775  -0.683
H 0.443 2.649 1.756  0.304
H 1.202 2.972 3.187  0.249
O 1.168 2.450 2.378  -0.583
H 2.983 1.645 1.295  0.330
H 4.089 1.283 0.321  0.317
O 3.756 1.051 1.186  -0.640
H 0.189 -1.995 3.666  0.345
H -0.852 -3.090 3.975  0.308
O -0.063 -2.669 4.297  -0.652

SMILES string = C[C@H](CO)N(C)C.O.O.O.O.O.O.O.O.O.O
2S+1 = 1

<x>
Computed, not measured: a 11-piece molecular cluster, C5H33NO11 overall, with ωB97M-V/def2-TZVPD.

Each line ends with the Mulliken charge.
Atoms and positions in Å:
C 1.605 0.406 3.338  -0.911
N 0.677 0.080 2.197  -0.274
C 1.319 0.426 0.851  1.586
C 2.789 -0.098 0.672  -1.193
C 3.180 -0.335 -0.857  -0.674
O 2.654 -1.552 -1.388  -0.648
C 0.420 0.061 -0.321  0.274
H 1.293 -0.381 4.125  0.341
H 2.663 0.182 3.129  0.295
H 1.574 1.439 3.882  0.207
H 0.304 -0.891 2.283  0.463
H 1.422 1.532 0.906  0.168
H 3.492 0.664 1.058  0.449
H 3.003 -0.996 1.322  0.387
H 2.717 0.511 -1.364  0.288
H 4.290 -0.383 -0.992  0.411
H 1.711 -1.682 -1.211  0.338
H 0.756 0.406 -1.329  0.504
H -0.690 0.386 -0.259  -0.455
H 0.306 -1.064 -0.451  -1.183
H -3.037 -0.462 -2.123  0.367
H -2.783 1.177 -2.444  0.293
O -2.581 0.255 -2.752  -0.815
H -3.438 0.046 0.512  0.245
H -2.293 1.121 0.866  0.232
O -2.842 0.695 0.215  -0.472
H -2.200 2.874 -1.485  0.264
H -2.757 3.984 -0.741  0.341
O -2.144 3.929 -1.436  -0.633
H -0.007 -2.801 -0.228  0.213
H -0.008 -4.037 -0.906  0.335
O 0.083 -3.057 -1.017  -0.563
H -3.226 -2.630 -1.984  0.291
H -2.449 -1.843 -1.084  0.372
O -3.380 -1.927 -1.466  -0.652
H -0.629 1.609 -4.291  0.280
H -1.166 0.881 -3.186  0.435
O -0.322 1.286 -3.548  -0.630
H 2.828 -4.068 1.130  0.296
H 2.370 -2.642 0.707  0.296
O 2.352 -3.274 1.483  -0.723
H 0.981 -2.334 1.815  0.292
H 0.493 -3.612 2.174  0.372
O 0.105 -2.862 1.696  -0.742
H 0.073 3.290 -0.251  0.332
H 0.162 4.266 0.867  0.280
O 0.653 3.528 0.478  -0.628
H -2.651 2.935 3.141  0.267
H -1.416 2.463 2.246  0.333
O -2.365 2.571 2.320  -0.648

SMILES string = CN[C@H](C)CCO.O.O.O.O.O.O.O.O.O.O
2S+1 = 1

Q: Which of them is the most stable? A: <w>.

<w>
Computed, not measured: one molecule with the formula C8H14O, with ωB97M-V/def2-TZVPD.

Each line ends with the Mulliken charge.
Atoms and positions in Å:
C 0.906 -0.888 -0.358  0.623
C 2.228 -0.463 0.270  -1.522
C 1.098 -1.302 -1.822  -1.456
C -1.337 2.111 1.270  -1.320
C -0.164 0.190 -0.245  0.306
C -1.375 -0.231 0.356  0.146
C -0.742 0.743 1.151  -0.161
C -2.370 -1.085 0.259  -0.776
O -0.087 1.203 -1.268  -0.599
H 0.471 1.944 -0.978  0.388
H 0.579 -1.790 0.179  0.316
H -0.317 0.389 2.080  0.470
H 2.999 -1.223 0.094  0.444
H 1.412 -0.458 -2.446  0.291
H 2.118 -0.354 1.354  0.316
H 2.583 0.489 -0.132  0.320
H 1.856 -2.086 -1.916  0.412
H 0.160 -1.688 -2.237  0.351
H -2.418 -1.773 -0.579  0.259
H -3.126 -1.161 1.031  0.275
H -2.413 2.063 1.469  0.266
H -0.869 2.653 2.099  0.331
H -1.192 2.717 0.370  0.320

SMILES string = C=C1[C@H](C)[C@@]1(O)C(C)C
2S+1 = 1

<x>
Computed, not measured: one molecule with the formula C8H14O, with ωB97M-V/def2-TZVPD.

Each line ends with the Mulliken charge.
Atoms and positions in Å:
C -1.276 -0.348 -0.767  0.839
C 1.454 0.067 -0.481  -0.846
C 2.300 -0.566 0.610  -0.769
C -2.072 -1.030 -1.844  -1.494
C -1.356 1.148 -0.741  -0.911
C 0.890 1.125 1.926  -1.344
C 0.948 -0.125 1.072  1.389
C -0.090 -1.125 1.157  -0.922
O -1.113 -1.116 0.305  -0.290
H 0.148 -2.135 1.470  0.369
H 1.223 -0.611 -1.290  0.278
H 1.723 1.062 -0.805  0.308
H 2.469 -1.631 0.506  0.298
H 3.161 -0.024 0.979  0.288
H -0.999 1.568 0.194  0.056
H -1.742 -0.703 -2.830  0.343
H -1.965 -2.110 -1.777  0.357
H -3.137 -0.798 -1.762  0.329
H -0.796 1.594 -1.562  0.268
H -2.397 1.461 -0.879  0.412
H -0.087 1.600 1.913  0.364
H 1.643 1.855 1.639  0.321
H 1.070 0.842 2.965  0.355

2S+1 = 1

Q: Which of them is the most stable? A: <w>.

<w>
Computed, not measured: a 2-piece molecular cluster, C4H12IN2 overall, with ωB97M-V/def2-TZVPD.

Each line ends with the Mulliken charge.
Atoms and positions in Å:
C -2.351 -0.490 -0.109  -1.001
C -1.518 0.825 -0.419  -0.527
C -0.218 0.761 0.466  -0.425
C 0.728 -0.032 -0.230  -0.362
N 2.609 0.913 0.039  -0.707
N 1.095 -1.280 0.361  -0.098
I 4.263 -0.190 -0.346  0.214
H -1.677 -1.365 -0.269  0.195
H -2.797 -0.253 0.894  0.311
H -3.345 -0.578 -0.628  0.368
H -1.218 0.812 -1.488  0.355
H -2.170 1.723 -0.161  0.317
H -0.486 0.188 1.418  0.411
H 0.140 1.760 0.809  0.265
H 0.595 -0.117 -1.245  0.492
H 2.575 1.742 -0.707  0.320
H 0.803 -2.204 0.044  0.346
H 2.178 -1.199 0.181  0.091
H 0.795 -1.016 1.393  0.434

2S+1 = 1
Total charge = +1

<x>
Computed, not measured: C4H12IN2 as an isolated structure, with ωB97M-V/def2-TZVPD.

Each line ends with the Mulliken charge.
Atoms and positions in Å:
C -0.190 2.708 -0.838  -0.914
C 2.055 1.688 -0.314  -0.842
C 0.637 -1.233 0.432  -0.441
C -0.151 0.527 0.075  0.098
N 0.535 1.537 -0.326  0.061
N -0.311 -2.141 0.669  -0.303
I -3.793 -4.410 1.017  -0.114
H -1.286 2.419 -0.818  0.245
H -0.015 3.595 -0.339  0.381
H 0.076 2.938 -1.798  0.429
H 2.373 1.233 0.683  0.343
H 2.554 1.133 -1.137  0.306
H 2.445 2.723 -0.386  0.341
H 1.372 -1.171 1.345  0.338
H 1.119 -1.427 -0.569  0.316
H -1.240 0.602 -0.078  0.242
H -0.493 -2.656 1.468  0.197
H -5.071 -5.408 1.059  0.118
H -0.614 -2.658 -0.147  0.200

2S+1 = 1
Total charge = +1

<y>
Computed, not measured: a 3-piece molecular cluster, C4H12IN2 overall, with ωB97M-V/def2-TZVPD.

Each line ends with the Mulliken charge.
Atoms and positions in Å:
C 2.787 1.018 0.296  -0.910
C 1.193 -0.909 0.191  -0.957
C -1.933 -0.077 -0.405  -0.452
C 0.459 1.089 -0.479  -0.368
N 1.462 0.523 0.064  0.069
N -1.912 -1.310 -0.182  -0.139
I -5.522 -0.038 0.032  -0.050
H 3.431 0.459 -0.199  0.415
H 2.700 2.028 0.069  0.329
H 3.136 1.079 1.294  0.358
H 2.024 -1.412 0.627  0.385
H 0.331 -1.185 0.710  0.304
H 1.179 -1.253 -0.871  0.333
H -1.667 0.335 -1.432  0.374
H -1.917 0.800 0.357  0.422
H 0.572 2.110 -0.810  0.235
H -1.832 -1.985 -1.024  0.305
H -5.291 -1.498 0.586  0.091
H -2.036 -1.739 0.642  0.256

2S+1 = 1
Total charge = +1

Q: Which of them is the most stable? A: <x>.

<w>
Computed, not measured: a 2-piece molecular cluster, C4H5F3O overall, with ωB97M-V/def2-TZVPD.

Each line ends with the Mulliken charge.
Atoms and positions in Å:
C 1.536 -0.144 0.691  -0.664
C 0.760 -0.800 -0.163  -0.055
C -0.486 -1.270 0.211  -0.125
C -0.828 1.520 -0.188  0.467
O -1.412 -1.969 -0.340  -0.443
F 0.150 1.948 0.657  -0.221
F -1.889 2.270 -0.011  -0.204
F -0.311 1.731 -1.418  -0.224
H 2.401 0.359 0.253  0.278
H 1.294 0.047 1.734  0.283
H 1.015 -0.757 -1.270  0.184
H -0.751 -1.046 1.188  0.373
H -1.478 -1.888 -1.344  0.351

2S+1 = 1

<x>
Computed, not measured: a 2-piece molecular cluster, C4H5F3O overall, with ωB97M-V/def2-TZVPD.

Each line ends with the Mulliken charge.
Atoms and positions in Å:
C 0.876 -1.109 1.746  -0.800
C -0.067 -0.250 1.407  0.132
C -0.273 1.570 -1.448  -0.137
C 0.014 0.333 -1.818  0.472
O -1.211 -0.524 0.738  -0.466
F -1.513 2.054 -1.455  -0.247
F 1.255 -0.129 -1.822  -0.233
F -0.831 -0.598 -2.223  -0.235
H 1.751 -0.783 2.271  0.256
H 0.811 -2.161 1.517  0.215
H -0.008 0.801 1.649  0.364
H 0.480 2.268 -1.122  0.390
H -1.284 -1.471 0.558  0.291

SMILES string = FC=C(F)F.C=CO
2S+1 = 1

Q: Which of them is the most stable? A: <x>.

<w>
Computed, not measured: an isolated ion of composition C3H4NO and charge +1, with ωB97M-V/def2-TZVPD.

Each line ends with the Mulliken charge.
Atoms and positions in Å:
C 0.190 0.308 0.742  -0.201
C -0.475 1.104 -0.130  -0.225
C 0.300 -0.973 0.010  -0.253
N -0.540 -0.839 -1.043  0.017
O -0.839 0.352 -1.194  0.036
H 0.475 0.657 1.681  0.415
H -0.718 2.094 -0.058  0.485
H 1.232 -0.849 -0.613  0.324
H 0.375 -1.853 0.606  0.402

2S+1 = 1
Total charge = +1

<x>
Computed, not measured: an isolated ion of composition C3H4NO and charge +1, with ωB97M-V/def2-TZVPD.

Each line ends with the Mulliken charge.
Atoms and positions in Å:
C -0.999 1.796 2.159  -0.145
C 0.900 -0.330 -0.516  -0.950
C -0.563 -0.437 -0.485  0.469
N -1.039 0.987 1.331  0.128
O -1.334 0.104 0.310  0.073
H 1.407 0.472 0.058  0.365
H 1.360 -0.051 -1.444  0.359
H -1.056 -1.167 -1.313  0.380
H 1.324 -1.374 -0.099  0.322

2S+1 = 1
Total charge = +1

<y>
Computed, not measured: an isolated ion of composition C3H4NO and charge +1, with ωB97M-V/def2-TZVPD.

Each line ends with the Mulliken charge.
Atoms and positions in Å:
C -1.630 0.113 -0.153  -0.647
C -0.399 0.558 -0.013  -0.062
C 0.687 -0.462 0.055  0.096
N 1.886 -0.130 -0.094  0.540
O 3.008 0.078 -0.163  -0.226
H -2.433 0.686 0.006  0.374
H -1.665 -0.987 -0.107  0.224
H -0.041 1.615 0.008  0.302
H 0.587 -1.472 0.460  0.399

SMILES string = C=CC=[N+]=O
2S+1 = 1
Total charge = +1

<z>
Computed, not measured: an isolated ion of composition C3H4NO and charge +1, with ωB97M-V/def2-TZVPD.

Each line ends with the Mulliken charge.
Atoms and positions in Å:
C -1.492 0.441 -0.035  -0.146
C 0.807 0.338 0.055  -0.069
C 0.218 -0.992 -0.035  -0.208
N -0.325 1.173 -0.077  -0.068
O -1.128 -0.806 -0.119  -0.095
H -0.766 2.254 0.013  0.480
H 1.842 0.586 0.002  0.418
H 0.515 -1.676 -0.791  0.384
H 0.329 -1.319 0.986  0.305

2S+1 = 1
Total charge = +1

Q: Which of them is the most stable? A: <z>.